## 1
The following is a DFT calculation (ωB97M-V/def2-TZVPD) of a gas-phase ion, C6H14N3O2 (charge +1).

Geometry (Å):
C1 -0.1829 -1.2049 -0.5526
C2 -0.1098 0.2556 0.2526
C3 -1.2240 -2.1790 -0.0865
C4 -1.5902 0.5887 0.6390
C5 0.7568 0.1798 1.4396
C6 1.7234 2.1894 -2.0378
N1 1.1071 -1.8175 -0.3784
N2 0.2459 1.0715 -0.7516
N3 2.0484 -1.8208 -1.3343
O1 3.1108 -2.3522 -1.1097
O2 1.4805 1.5631 -0.8841
H1 -0.4426 -0.8403 -1.5517
H2 -1.0811 -3.1142 -0.5867
H3 -2.1859 -1.8805 -0.2785
H4 -1.1684 -2.6390 0.9538
H5 -1.4918 1.6039 1.0632
H6 -1.9315 -0.0381 1.3977
H7 -2.0853 0.7773 -0.3039
H8 0.5501 -0.5724 2.3065
H9 0.7163 1.1132 2.0672
H10 1.9214 0.1550 1.3663
H11 1.3994 1.5735 -2.9450
H12 2.8248 2.3201 -2.1205
H13 1.0893 3.0977 -2.0945
H14 1.3972 -2.0210 0.5938

Total charge: +1
LUMO energy: -7.012 eV
HOMO: -13.143 eV
Spin multiplicity: 1

=====

## 2
The following is a DFT calculation (ωB97M-V/def2-TZVPD) of a gas-phase ion, C6H14N3O2 (charge +1).

Geometry (Å):
C1 2.9686 -0.3290 -0.6221
N1 2.6646 -0.0087 0.7790
C2 1.2572 0.3360 1.0484
C3 0.2393 -0.4784 0.2495
C4 -0.9557 -0.9551 1.0962
N2 -2.1711 -0.8345 0.2123
C5 -1.8841 0.0367 -1.0094
O1 -2.8450 1.0604 -0.9743
N3 -2.3249 2.3822 -0.6130
O2 -2.2718 2.5172 0.5317
C6 -0.3983 0.3917 -0.8766
H1 2.4433 0.2855 -1.3558
H2 4.0335 -0.2706 -0.7811
H3 2.6989 -1.3607 -0.8199
H4 3.1918 0.8332 0.9779
H5 1.0821 1.4013 0.9354
H6 1.0820 0.1210 2.1003
H7 0.6143 -1.3859 -0.1945
H8 -0.8398 -2.0189 1.2489
H9 -1.0647 -0.5057 2.0714
H10 -2.9234 -0.4163 0.7597
H11 -2.4835 -1.7382 -0.1389
H12 -2.0226 -0.5104 -1.9274
H13 -0.1418 1.4376 -0.9085
H14 0.0514 0.0096 -1.7892

Total charge: +1
LUMO energy: -4.521 eV
HOMO: -12.240 eV
Structure (SMILES): CNC[C@H]1C[NH2+][C@@H](ON=O)C1
Spin multiplicity: 1

=====

The data favor 2; the next most stable structure lies 0.1305 hartree above it.